(1)
Here is a molecular structure, C4H8N2O in a non-equilibrium geometry from the OMol25 dataset. Energies are from the ωB97M-V functional and the def2-TZVPD basis.

CARTESIAN COORDINATES (ANGSTROEM)
1 C -0.03 0.21 -0.64
2 C 0.28 1.57 -0.10
3 C -0.73 -0.72 0.13
4 C -0.79 -1.63 1.06
5 O -2.18 0.15 -0.45
6 N 1.59 -0.96 -0.42
7 N 2.61 -0.45 -0.07
8 H -2.74 -0.53 -0.84
9 H -0.12 0.11 -1.72
10 H 2.59 0.59 0.12
11 H 1.35 1.81 -0.26
12 H 0.10 1.63 0.98
13 H -0.31 2.32 -0.61
14 H -1.74 -1.99 1.42
15 H 0.12 -2.11 1.41

The multiplicity is 1. Its energy relative to the best compared isomer or geometry (same formula, charge and spin) is 147.8 kcal per mole. The HOMO-LUMO gap is 0.3201 Eh.

(2)
Here is a single C4H8N2O molecule from the OMol25 dataset. Energies are from the ωB97M-V functional and the def2-TZVPD basis.

CARTESIAN COORDINATES (ANGSTROEM)
1 C 0.45 1.27 -1.03
2 C 0.35 -0.20 -0.63
3 N 1.48 -0.65 0.23
4 C 1.32 -0.81 1.52
5 C -0.89 -0.55 0.13
6 N -1.82 0.29 0.32
7 O -2.84 -0.28 1.07
8 H 1.36 1.46 -1.61
9 H 0.46 1.90 -0.14
10 H -0.41 1.56 -1.64
11 H 0.38 -0.82 -1.55
12 H 2.34 -0.83 -0.29
13 H 2.27 -1.20 1.93
14 H -0.93 -1.55 0.58
15 H -3.50 0.42 1.10

The multiplicity is 1. Its energy relative to the best compared isomer or geometry (same formula, charge and spin) is 114.1 kcal per mole. The HOMO-LUMO gap is 0.3369 Eh.

(3)
Here is a single C4H8N2O molecule in a non-equilibrium geometry from the OMol25 dataset. Energies are from the ωB97M-V functional and the def2-TZVPD basis.

CARTESIAN COORDINATES (ANGSTROEM)
1 C -0.51 -0.87 -0.48
2 C 0.63 -1.92 -0.56
3 C 0.40 0.41 -0.02
4 C 0.00 1.25 1.25
5 N 1.86 -1.22 -0.34
6 N 1.71 -0.10 0.17
7 O 0.60 1.22 -1.23
8 H -0.90 -0.66 -1.46
9 H -1.30 -1.22 0.15
10 H 0.66 -2.64 0.31
11 H 0.69 -2.43 -1.50
12 H -0.88 0.87 1.76
13 H -0.24 2.31 1.02
14 H 0.87 1.21 1.96
15 H 1.31 1.84 -1.01

The multiplicity is 1. Its energy relative to the best compared isomer or geometry (same formula, charge and spin) is 65.7 kcal per mole. The HOMO-LUMO gap is 0.3755 Eh. Its SMILES is C[C@]1(O)CCN=N1.

(4)
Here is 2 unconnected molecules or ions with the total composition C4H8N2O from the OMol25 dataset. Energies are from the ωB97M-V functional and the def2-TZVPD basis.

CARTESIAN COORDINATES (ANGSTROEM)
1 N -1.25 -0.48 0.01
2 C -1.32 0.51 0.87
3 O -2.22 0.99 1.57
4 C 0.05 1.25 1.06
5 N 1.01 0.75 0.10
6 C 1.02 0.46 -1.36
7 C 1.28 -0.44 -0.24
8 H -2.15 -0.95 -0.02
9 H -0.31 -2.35 -0.64
10 H -0.07 2.33 0.93
11 H 0.43 1.04 2.06
12 H 0.06 0.31 -1.84
13 H 1.83 0.95 -1.90
14 H 0.09 -2.96 -0.82
15 H 1.53 -1.40 0.21

The multiplicity is 1. Its energy relative to the best compared isomer or geometry (same formula, charge and spin) is 132.8 kcal per mole. The HOMO-LUMO gap is 0.2858 Eh.

(5)
Here is a single C4H8N2O molecule from the OMol25 dataset. Energies are from the ωB97M-V functional and the def2-TZVPD basis.

CARTESIAN COORDINATES (ANGSTROEM)
1 C -2.44 -0.06 0.19
2 N -1.17 -0.21 -0.48
3 C 0.02 -0.15 0.18
4 N 0.26 -0.16 1.44
5 C 1.20 -0.04 -0.77
6 O 1.02 -0.16 -1.96
7 C 2.55 0.25 -0.16
8 H -3.20 0.18 -0.56
9 H -2.40 0.77 0.91
10 H -2.74 -0.96 0.72
11 H -1.10 -0.18 -1.48
12 H -0.60 -0.26 1.98
13 H 2.83 -0.55 0.53
14 H 3.29 0.35 -0.96
15 H 2.49 1.17 0.43

The multiplicity is 1. Its energy relative to the best compared isomer or geometry (same formula, charge and spin) is 24.3 kcal per mole. The HOMO-LUMO gap is 0.3643 Eh. Its SMILES is [H]/N=C(\NC)C(C)=O.

(6)
Here is a molecular structure, C4H8N2O in a non-equilibrium geometry from the OMol25 dataset. Energies are from the ωB97M-V functional and the def2-TZVPD basis.

CARTESIAN COORDINATES (ANGSTROEM)
1 C 1.83 -0.04 0.50
2 C 1.06 -0.56 -0.66
3 O 0.18 -1.64 -0.28
4 C -0.93 -0.91 -0.05
5 N -1.96 -1.17 0.62
6 C -0.66 0.38 -0.73
7 N -0.84 1.56 -0.02
8 H 1.14 0.35 1.27
9 H 2.52 0.75 0.21
10 H 2.42 -0.85 0.97
11 H 0.72 0.07 -1.48
12 H -1.89 -2.09 1.04
13 H -1.08 0.41 -1.76
14 H -1.24 2.34 -0.52
15 H -1.26 1.41 0.88

The multiplicity is 1. Its energy relative to the best compared isomer or geometry (same formula, charge and spin) is 109.7 kcal per mole. The HOMO-LUMO gap is 0.3174 Eh.

Number 1: electronic energy -341.76814 Ha, HOMO level -7.80 eV. Number 2: electronic energy -341.82180 Ha, HOMO level -8.33 eV. Number 3: electronic energy -341.89896 Ha, HOMO level -9.40 eV. Number 4: electronic energy -341.79198 Ha, HOMO level -8.39 eV. Number 5: electronic energy -341.96489 Ha, HOMO level -9.26 eV. Number 6: electronic energy -341.82890 Ha, HOMO level -7.77 eV.